Entry 1:
Density functional theory data (the ωB97M-V functional and the def2-TZVPD basis) for a cluster of 2 separate species, C2H8N3O2 in total.

As for the total charge: +1. As for the largest force on an atom: 0.1265 Eh/bohr. As for the energy relative to the best compared isomer or geometry (same formula, charge and spin): 755.5 kJ/mol. As for the HOMO energy: -14.268 eV. The total energy is -10755.8335 eV. The calculation puts the HOMO-LUMO gap at 9.08 eV.

```
15
Properties=species:S:1:pos:R:3:forces:R:3:lowdin_charge:R:1
C -0.76224 -1.43429 -1.58882 5.42 -3.42 1.12 -0.04
C 0.26373 -0.56228 -0.81907 -1.39 4.04 -4.00 -0.17
N -0.30152 0.07691 0.33669 -1.18 1.12 2.49 0.04
N 0.50847 2.96326 3.51041 0.19 -4.01 -2.04 0.13
N 0.21990 0.75996 1.26023 0.38 0.86 -0.41 0.05
O 1.63938 2.88807 3.07314 -1.15 1.44 0.85 -0.01
O 1.41425 1.21496 1.04779 0.23 -0.03 1.47 0.06
H -1.45670 -0.97326 -2.13685 -2.89 2.34 -1.47 0.02
H -0.14327 -2.00378 -2.44360 -1.21 0.96 2.19 0.15
H -1.13617 -2.16154 -0.85652 -0.28 -0.04 -0.64 0.09
H 1.13062 -0.92045 -0.42769 2.51 -2.15 0.54 0.09
H 0.66722 0.33234 -1.52917 -0.99 -1.89 1.49 0.19
H -1.25886 -0.00619 0.69206 -0.08 -0.89 -0.98 0.19
H 0.16089 3.78415 3.94283 0.98 2.57 1.03 0.08
H 1.65827 1.76417 1.96553 -0.55 -0.90 -1.65 0.13
```
Forces are in eV/Å.


Entry 2:
Density functional theory data (the ωB97M-V functional and the def2-TZVPD basis) for the ion C2H8N3O3S with charge -1.

Its SMILES is NC(N)(N)CS(=O)(=O)[O-]. As for the total charge: -1. As for the largest force on an atom: 0.0092 Eh/bohr. As for the energy relative to the best compared isomer or geometry (same formula, charge and spin): 0.0 kJ/mol. As for the HOMO energy: -5.218 eV. The total energy is -23654.1331 eV. The calculation puts the HOMO-LUMO gap at 8.91 eV.

```
17
Properties=species:S:1:pos:R:3:forces:R:3:lowdin_charge:R:1
N 0.73516 -0.41138 1.49173 0.18 -0.18 -0.09 0.09
C 0.81918 0.01890 0.10796 -0.09 0.20 0.06 -0.73
N 1.83724 1.08805 0.05166 -0.16 0.02 0.06 0.05
N 1.30295 -1.09875 -0.69075 0.22 0.03 0.06 0.07
C -0.52687 0.56792 -0.43483 -0.03 -0.04 0.01 -0.20
S -2.00753 -0.46138 -0.17054 0.13 -0.46 -0.03 0.38
O -2.83866 -0.22259 -1.34193 0.04 0.10 0.06 -0.39
O -2.56478 0.03276 1.08437 0.04 0.03 0.03 -0.39
O -1.51760 -1.84526 -0.06784 -0.01 0.41 -0.05 -0.39
H -0.18527 -0.77476 1.70210 -0.10 0.04 0.05 0.05
H 0.97254 0.33622 2.12529 -0.11 0.06 0.02 0.06
H 1.49344 1.85350 0.62632 0.01 0.04 -0.03 0.06
H 1.84067 1.46340 -0.89237 0.12 -0.08 -0.04 0.06
H 1.12333 -0.91109 -1.67043 -0.09 -0.03 -0.06 0.06
H 0.71908 -1.88965 -0.44582 -0.13 -0.09 -0.05 0.05
H -0.44343 0.72918 -1.51263 0.00 -0.03 0.01 0.08
H -0.75944 1.52492 0.03771 -0.02 -0.04 0.00 0.09
```
Forces are in eV/Å.


Entry 3:
Density functional theory data (the ωB97M-V functional and the def2-TZVPD basis) for a cluster of 2 separate species, C2H8N3S2 in total.

As for the total charge: +1. As for the largest force on an atom: 0.1004 Eh/bohr. As for the energy relative to the best compared isomer or geometry (same formula, charge and spin): 202.5 kJ/mol. As for the HOMO energy: -13.548 eV. The total energy is -28336.3070 eV. The calculation puts the HOMO-LUMO gap at 10.24 eV.

```
15
Properties=species:S:1:pos:R:3:forces:R:3:lowdin_charge:R:1
C 0.27057 0.90090 1.16393 -0.59 -1.97 -1.72 -0.87
C -0.52199 -0.79500 -1.30019 -1.00 0.90 -1.28 -0.56
N 0.04617 1.93824 1.93945 1.00 -0.47 2.61 0.13
N -0.08229 0.72056 -0.08545 -0.37 3.51 -1.04 0.00
N 0.63175 -1.04155 -1.93926 -2.25 4.00 -2.35 0.04
S 0.94153 -0.42642 1.96469 0.79 -1.15 2.58 0.91
S -1.02344 -2.11263 -0.16467 -1.81 0.31 -0.69 0.77
H -1.25880 -0.20174 -2.00045 1.14 -1.06 2.19 0.16
H -0.17423 2.77282 1.52998 -1.00 2.50 -1.15 0.08
H 0.39685 2.02289 2.91805 -0.22 -0.43 -1.43 0.15
H -0.27741 1.68873 -0.53155 -0.03 -2.13 0.64 0.14
H 1.38820 -1.20079 0.99825 -0.01 0.10 -0.78 -0.14
H 1.13805 -1.75543 -1.60319 2.77 -2.86 0.95 0.04
H 1.00318 -0.34840 -2.67164 -0.71 -1.82 1.79 0.18
H -2.47815 -2.16217 -0.21795 2.28 0.58 -0.31 -0.03
```
Forces are in eV/Å.


Entry 4:
Density functional theory data (the ωB97M-V functional and the def2-TZVPD basis) for a cluster of 2 separate species, C2H8N4 in total.

Its SMILES is [H]/N=C/N.[H]/N=C\N. As for the total charge: 0. As for the largest force on an atom: 0.0258 Eh/bohr. As for the energy relative to the best compared isomer or geometry (same formula, charge and spin): 73.1 kJ/mol. As for the HOMO energy: -8.862 eV. The total energy is -8163.4939 eV. The calculation puts the HOMO-LUMO gap at 9.57 eV.

```
14
Properties=species:S:1:pos:R:3:forces:R:3:lowdin_charge:R:1
N 1.69736 -0.37662 2.22680 -0.04 0.95 -0.28 0.08
C 2.01642 -0.87403 0.99734 0.43 -1.16 0.48 -0.38
N 1.29695 -0.84021 -0.04977 -0.52 -0.22 0.44 0.05
H 1.00453 0.35655 2.27920 -0.15 -0.14 -0.06 0.10
H 2.44550 -0.27662 2.89140 0.07 0.00 -0.06 0.09
H 2.94499 -1.46017 1.06986 -0.18 -0.06 -0.15 0.12
H 1.54657 -1.63187 -0.63493 0.53 0.51 -0.46 0.05
N -1.49875 -0.04765 -1.00905 0.04 -0.26 0.13 0.05
C -1.82616 1.29425 -0.98020 0.42 -0.55 0.47 -0.40
N -2.60974 1.91490 -1.76036 -0.24 -0.15 0.28 0.05
H -0.56928 -0.44583 -0.93641 0.14 0.81 0.74 0.02
H -2.08230 -0.62830 -1.54791 -0.78 -0.46 -0.94 0.06
H -1.42598 1.76186 -0.07829 0.23 0.50 -0.42 0.10
H -2.94011 1.25373 -2.46769 0.05 0.23 -0.19 0.03
```
Forces are in eV/Å.


Entry 5:
Density functional theory data (the ωB97M-V functional and the def2-TZVPD basis) for a cluster of 2 separate species, C2H8N4 in total.

As for the total charge: 0. As for the largest force on an atom: 0.0265 Eh/bohr. As for the energy relative to the best compared isomer or geometry (same formula, charge and spin): 431.9 kJ/mol. As for the HOMO energy (spin up / spin down): -7.733 / -7.733 eV. The total energy is -8159.7750 eV. The calculation puts the HOMO-LUMO gap (spin up / spin down) at 7.89 / 7.89 eV.

```
14
Properties=species:S:1:pos:R:3:forces:R:3:lowdin_charge:R:1
C 2.26964 -0.39767 0.43072 -0.02 -0.26 -0.15 -0.07
C 0.94423 0.20006 0.78113 -0.18 1.21 0.61 -0.37
N 0.51713 1.10295 1.45412 0.27 -0.82 -0.48 0.10
H 2.39922 -0.39726 -0.65308 -0.02 0.02 0.07 0.08
H 2.30202 -1.43687 0.76286 0.01 0.06 0.00 0.08
H 3.08055 0.16189 0.89670 -0.13 -0.02 0.00 0.08
N -1.41129 -0.46559 -0.14805 0.80 -0.16 0.28 -0.21
N -1.82460 0.64369 0.48751 0.42 0.26 0.38 -0.03
N -1.48530 -0.30075 -1.55817 0.12 0.19 -0.08 -0.02
H -0.03754 -0.40446 0.13695 -0.95 -0.20 -0.38 0.09
H -1.74488 1.47917 -0.10734 -0.02 -0.10 -0.12 0.09
H -1.12965 0.85630 1.29751 -0.40 -0.18 -0.50 0.05
H -1.54155 -1.23028 -1.95963 0.03 0.04 0.11 0.07
H -2.33800 0.18883 -1.82124 0.08 -0.03 0.26 0.07
```
Forces are in eV/Å.


Entry 6:
Density functional theory data (the ωB97M-V functional and the def2-TZVPD basis) for a cluster of 2 separate species, C2H8N4O in total.

Its SMILES is [H]/N=N/N.C/N=C/O. As for the total charge: 0. As for the largest force on an atom: 0.0951 Eh/bohr. As for the energy relative to the best compared isomer or geometry (same formula, charge and spin): 638.8 kJ/mol. As for the HOMO energy: -8.628 eV. The total energy is -10205.9922 eV. The calculation puts the HOMO-LUMO gap at 8.10 eV.

```
15
Properties=species:S:1:pos:R:3:forces:R:3:lowdin_charge:R:1
C -0.85055 0.20779 1.00135 0.01 -4.31 2.30 -0.36
C 1.24467 -0.76404 1.14168 0.36 0.11 -0.31 -0.16
N -0.16348 -0.90101 0.81593 -0.96 2.82 0.56 -0.06
N -0.08558 -0.44846 -1.80998 -0.61 2.85 2.30 0.03
O -2.19786 0.07024 1.04195 0.13 0.87 -0.70 0.02
N -0.47830 0.91500 -1.05386 0.25 -1.92 -2.81 -0.11
N 0.43654 1.71902 -1.20477 1.00 -1.04 -2.86 0.01
H -2.40870 -0.74955 0.56822 0.08 0.04 0.17 0.11
H -0.50702 1.05904 1.60292 0.01 0.14 -0.81 0.15
H -0.21068 -1.30392 -1.27003 0.12 0.27 -0.72 0.03
H 0.18262 -0.17320 -2.75198 0.20 -0.70 0.66 0.05
H 0.16350 2.54742 -1.74823 -0.54 1.08 2.14 0.08
H 1.78991 -1.63415 0.77028 -0.04 0.05 0.22 0.07
H 1.38071 -0.66297 2.22488 0.08 -0.19 -0.12 0.08
H 1.70422 0.11879 0.67165 -0.08 -0.05 -0.03 0.06
```
Forces are in eV/Å.


Entry 7:
Density functional theory data (the ωB97M-V functional and the def2-TZVPD basis) for a cluster of 2 separate species, C2H8N4O in total.

As for the total charge: 0. As for the largest force on an atom: 0.0605 Eh/bohr. As for the energy relative to the best compared isomer or geometry (same formula, charge and spin): 787.3 kJ/mol. As for the HOMO energy (spin up / spin down): -8.556 / -8.442 eV. The total energy is -10204.4529 eV. The calculation puts the HOMO-LUMO gap (spin up / spin down) at 8.21 / 8.61 eV.

```
15
Properties=species:S:1:pos:R:3:forces:R:3:lowdin_charge:R:1
C 0.78243 -0.46938 1.21640 -0.35 1.25 0.29 -0.15
C 0.57000 -0.46437 -1.25194 0.53 1.19 0.21 -0.16
N -2.91386 -0.31999 -0.12354 -0.82 3.00 -0.17 -0.13
N -1.75211 1.64625 0.05290 0.81 1.16 0.22 0.01
N 0.31526 0.17289 0.00494 1.41 1.09 0.04 -0.21
N -1.89931 0.32217 0.07475 0.18 -2.37 -0.22 -0.09
O -3.20181 -1.46142 -0.35999 0.27 -1.42 0.18 -0.01
H 0.00346 -1.23280 1.53730 1.47 0.36 -0.27 0.10
H 1.87695 -0.75200 1.12825 -1.35 -0.43 0.13 0.09
H 0.74367 0.38649 1.94349 0.09 -1.13 -0.10 0.08
H 1.65545 -0.26130 -1.58069 -1.44 -0.43 0.42 0.11
H 0.39355 -1.50363 -1.05422 -0.02 -0.97 -0.98 0.06
H -0.13184 0.03814 -1.96356 0.68 -0.92 0.13 0.08
H -0.67517 1.73867 -0.07923 -2.18 0.13 0.16 0.11
H -2.50318 2.23393 -0.32778 0.72 -0.52 -0.04 0.10
```
Forces are in eV/Å.


Entry 8:
Density functional theory data (the ωB97M-V functional and the def2-TZVPD basis) for a cluster of 2 separate species, C2H8N4O in total.

As for the total charge: +1. As for the largest force on an atom: 0.0434 Eh/bohr. As for the energy relative to the best compared isomer or geometry (same formula, charge and spin): 78.0 kJ/mol. As for the spin multiplicity: 2. As for the HOMO energy (spin up / spin down): -13.113 / -13.112 eV. The total energy is -10202.0685 eV. The calculation puts the HOMO-LUMO gap (spin up / spin down) at 9.02 / 3.80 eV.

```
15
Properties=species:S:1:pos:R:3:forces:R:3:mulliken_spin:R:1
N 1.06476 -2.39702 2.25436 0.25 -2.03 -0.90 0.40
C 0.81737 -2.07786 0.87669 -0.68 1.92 0.08 -0.09
N 0.26574 -0.91462 0.62787 0.93 -1.01 0.20 0.00
O 1.14255 -2.93832 0.05692 0.27 -0.52 0.50 0.69
H 0.54571 -3.26712 2.45969 -0.25 0.45 0.33 -0.01
H 2.03725 -2.71530 2.35900 0.13 0.53 0.14 -0.01
H 0.17446 -0.27876 1.40997 -0.15 0.35 -0.16 0.00
H 0.29923 -0.57265 -0.31942 -0.38 0.41 -0.12 0.00
N -0.20995 2.97326 -1.67229 -0.02 0.53 -0.39 0.00
C -1.09089 1.92977 -1.28131 0.00 0.39 -1.01 0.00
N -1.11987 1.52759 -0.09285 0.69 -0.50 0.37 0.00
H -0.75833 3.76381 -2.02330 -0.09 0.10 0.59 0.00
H 0.21562 2.70382 -2.55775 0.25 -0.32 0.09 0.00
H -1.69157 1.56274 -2.12877 -0.18 -0.49 0.48 0.00
H -1.69209 0.70068 0.03118 -0.79 0.21 -0.22 0.00
```
Forces are in eV/Å.


Entry 9:
Density functional theory data (the ωB97M-V functional and the def2-TZVPD basis) for the ion C2H8N4O with charge +2.

As for the total charge: +2. As for the largest force on an atom: 0.0735 Eh/bohr. As for the energy relative to the best compared isomer or geometry (same formula, charge and spin): 804.2 kJ/mol. As for the HOMO energy (spin up / spin down): -19.688 / -20.811 eV. The total energy is -10184.4567 eV. The calculation puts the HOMO-LUMO gap (spin up / spin down) at 5.04 / 7.05 eV.

```
15
Properties=species:S:1:pos:R:3:forces:R:3:lowdin_charge:R:1
C 1.02791 -1.35339 -0.52252 -0.99 -1.22 -2.07 -0.54
C -1.72761 0.61033 0.57445 -0.73 0.10 1.46 -0.02
N 0.84437 -0.23409 -1.27486 0.19 -1.51 -2.42 0.14
N 1.08694 -1.20578 0.78715 0.04 0.10 3.07 0.42
N 0.57827 0.94583 -0.53738 -2.12 1.26 -1.80 0.12
N -0.36027 0.91713 0.65772 3.74 -0.50 -0.25 0.06
O 1.15172 -2.52303 -0.90203 0.39 1.01 0.46 0.33
H -1.91456 0.18793 1.55962 -0.05 -0.89 0.16 0.13
H -2.37446 1.47479 0.78309 0.12 0.44 -1.30 0.15
H -1.95839 -0.07914 -0.19592 -0.80 -0.38 -0.87 0.11
H 0.91351 -0.33720 -2.40523 -0.45 0.90 3.34 0.30
H 0.80854 -1.86476 1.57407 0.19 0.21 -1.39 0.21
H 1.42641 1.36820 -0.22175 1.30 0.26 1.01 0.20
H 0.27347 1.65909 -1.26949 -0.37 -0.68 1.04 0.25
H 0.22415 0.43409 1.39308 -0.45 0.89 -0.44 0.15
```
Forces are in eV/Å.


> Number 7 is which compound?

C2H8N4O


> Which value of total charge does entry 9 give?

+2